Below is one molecule with the formula C3H6O, with properties calculated with ωB97M-V/def2-TZVPD.

Each line ends with the natural charge from an NBO analysis.
Positions of all 10 atoms, in Å:
H  -1.519  -0.009  -0.517  0.178
H  0.629  0.478  1.696  0.177
C  -0.288  0.702  1.150  -0.111
H  -1.145  0.969  1.768  0.180
C  0.535  -0.769  -0.841  -0.637
C  -0.488  0.121  -0.180  0.054
O  -0.115  1.483  -0.021  -0.493
H  0.118  -1.761  -1.045  0.215
H  1.427  -0.888  -0.218  0.213
H  0.846  -0.326  -1.792  0.224

Its structure (SMILES) is C[C@H]1CO1.

---

Below is a 2-piece molecular cluster, C3H6O2 overall, with properties calculated with ωB97M-V/def2-TZVPD.

Each line ends with the natural charge from an NBO analysis.
Positions of all 11 atoms, in Å:
O  -1.913  -0.630  2.054  -0.685
H  -0.266  -0.276  0.971  0.121
H  1.775  0.183  0.413  0.184
H  1.080  -0.012  -2.617  0.192
H  2.799  -0.044  -0.978  0.194
H  -0.159  -0.353  -1.391  0.201
C  -1.290  0.094  1.102  0.642
H  -2.774  -0.206  2.222  0.492
C  1.777  0.173  -0.678  -0.383
C  0.798  0.119  -1.573  -0.386
O  -1.828  0.953  0.473  -0.572

Its structure (SMILES) is O=CO.C=C.

---

Below is one molecule with the formula C3H6O2, with properties calculated with ωB97M-V/def2-TZVPD.

Each line ends with the natural charge from an NBO analysis.
Positions of all 11 atoms, in Å:
H  -2.397  0.613  0.421  0.209
C  -1.394  0.477  -0.022  -0.248
H  0.000  -0.834  -0.997  0.173
H  1.244  1.245  0.168  0.107
O  2.694  -0.135  -0.084  -0.508
H  0.744  -1.747  0.670  0.227
H  -0.890  1.445  -0.163  0.164
C  0.411  -0.827  0.158  -0.165
H  -1.235  -0.020  -1.089  0.152
O  -0.722  -0.395  0.830  -0.515
C  1.545  0.177  0.108  0.403

Its structure (SMILES) is COCC=O.

---

Below is one molecule with the formula C3H6O2, with properties calculated with ωB97M-V/def2-TZVPD.

Each line ends with the natural charge from an NBO analysis.
Positions of all 11 atoms, in Å:
H  -0.451  -2.004  -0.076  0.122
H  -1.087  0.409  -1.605  0.222
C  -1.132  -1.120  -0.134  0.400
O  0.728  0.460  -0.751  -0.518
O  -2.293  -1.245  0.182  -0.516
H  -1.119  0.994  0.047  0.191
H  1.159  -0.350  1.112  0.163
C  1.364  0.542  0.500  -0.253
H  2.435  0.607  0.305  0.200
H  1.034  1.429  1.064  0.170
C  -0.646  0.249  -0.616  -0.180

Its structure (SMILES) is COCC=O.

---

Below is a 2-piece molecular cluster, C3H6O2 overall, with properties calculated with ωB97M-V/def2-TZVPD.

Each line ends with the natural charge from an NBO analysis.
Positions of all 11 atoms, in Å:
H  -0.745  -0.300  -1.867  0.470
C  0.000  -0.187  0.654  0.271
H  -0.705  1.641  1.406  0.227
O  -0.564  0.591  -2.194  -0.941
H  -1.964  0.490  0.644  0.229
C  -0.936  0.701  0.922  -0.522
H  2.018  -0.474  -0.187  0.204
C  1.301  -0.788  0.568  -0.131
H  1.706  -1.304  1.435  0.201
O  0.078  -1.393  0.038  -0.475
H  -0.188  1.023  -1.418  0.467

Its structure (SMILES) is C=C1CO1.O.

---

Below is a 2-piece molecular cluster, C3H6O2 overall, with properties calculated with ωB97M-V/def2-TZVPD.

Each line ends with the natural charge from an NBO analysis.
Positions of all 11 atoms, in Å:
C  1.585  0.289  0.770  -0.550
H  -0.382  -1.206  -0.157  0.490
C  -2.190  -0.221  0.458  0.093
O  -1.935  0.678  -0.545  -0.657
H  0.981  0.004  1.598  0.198
H  1.982  0.195  -1.267  0.181
H  -3.015  -0.710  -0.100  0.081
C  1.274  -0.143  -0.471  0.141
H  -1.065  1.163  -0.456  0.503
H  2.393  0.987  0.977  0.211
O  0.372  -1.036  -0.805  -0.691

---

Below is one molecule with the formula C3H6O2, with properties calculated with ωB97M-V/def2-TZVPD.

Each line ends with the natural charge from an NBO analysis.
Positions of all 11 atoms, in Å:
C  -1.287  -0.428  0.188  0.424
H  2.130  0.260  0.155  0.229
H  -1.274  -1.241  0.942  0.117
H  -0.147  0.890  1.124  0.178
H  1.334  -0.885  -0.924  0.221
C  1.266  -0.404  0.057  -0.622
C  -0.030  0.397  0.134  -0.006
H  1.335  -1.175  0.832  0.212
O  -2.281  -0.124  -0.431  -0.535
H  -0.992  1.364  -1.202  0.488
O  -0.067  1.324  -0.909  -0.704

Its structure (SMILES) is C[C@@H](O)C=O.

---

Below is one molecule with the formula C3H6O2, with properties calculated with ωB97M-V/def2-TZVPD.

Each line ends with the natural charge from an NBO analysis.
Positions of all 11 atoms, in Å:
H  1.736  0.352  1.128  0.160
O  -2.105  0.329  -1.056  -0.649
H  -0.028  1.487  -0.373  0.218
H  -2.761  -0.335  -1.309  0.500
H  2.169  -1.268  -0.595  0.471
H  0.684  -1.094  1.113  0.174
C  -0.246  0.624  0.274  -0.596
C  -1.310  -0.312  -0.224  0.255
H  -0.644  1.003  1.228  0.246
C  0.995  -0.208  0.540  -0.056
O  1.510  -0.577  -0.727  -0.723

---

Below is one molecule with the formula C3H6O2, with properties calculated with ωB97M-V/def2-TZVPD.

Each line ends with the natural charge from an NBO analysis.
Positions of all 11 atoms, in Å:
H  1.433  1.651  0.441  0.216
C  0.326  -0.112  0.106  0.309
H  -1.064  1.489  -0.075  0.193
C  1.384  0.572  0.519  -0.538
H  -1.828  -1.185  -0.203  0.480
O  0.226  -1.474  0.130  -0.700
H  1.083  -1.852  0.365  0.490
O  -2.077  -0.251  -0.180  -0.705
H  2.245  0.077  0.952  0.197
C  -0.923  0.489  -0.484  -0.112
H  -0.805  0.596  -1.571  0.172

Its structure (SMILES) is C=C(O)CO.

---

Below is one molecule with the formula C3H6O2, with properties calculated with ωB97M-V/def2-TZVPD.

Each line ends with the natural charge from an NBO analysis.
Positions of all 11 atoms, in Å:
H  0.242  0.284  1.494  0.185
O  1.680  -0.211  -0.967  -0.512
H  -1.987  0.836  0.944  0.473
C  -0.220  0.112  0.518  -0.019
C  0.858  0.523  -0.473  0.436
H  0.236  -2.003  0.396  0.238
H  0.855  1.651  -0.700  0.119
O  -1.303  1.057  0.284  -0.713
H  -1.147  -1.542  -0.560  0.224
H  -1.263  -1.672  1.251  0.210
C  -0.630  -1.355  0.396  -0.641

Its structure (SMILES) is C[C@H](O)C=O.

---

Taking the records one at a time from the top gives frontier orbital gap values of 11.48; 10.88; 10.53; 10.73; 10.65; 8.78; 10.97; 9.52; 9.90; 10.65 eV.
Taking the records one at a time from the top gives LUMO level values of 0.0450; 0.0306; 0.0308; 0.0346; 0.0317; -0.0104; 0.0275; 0.0368; 0.0260; 0.0240 Eh.
Taking the records one at a time from the top gives ΔE to the lowest compared entry with this formula, charge and spin values of 1.2601; 1.9387; 2.5714; 1.6858; 2.7944; 4.8869; 0.9786; 3.2741; 1.4077; 1.1418 eV.